Here is C49H41BrIN7O4PbS as an isolated structure at a distorted geometry from the Open Molecules 2025 dataset. Energies are from ωB97M-V with the def2-TZVPD basis set.

Summary:
electronic energy: -164321.2466 eV
energy relative to the best compared isomer or geometry (same formula, charge and spin): 177.2 kJ/mol
net charge: -2
largest force on an atom: 4.623 eV/Å
orbital gap: 3.43 eV
highest occupied orbital energy: -0.2 eV
LUMO energy: 3.26 eV

Atoms and positions in Å:
Pb  -0.7491  1.8316  0.3623
C  2.3956  4.4808  -3.0070
C  1.0281  4.0804  -3.4522
N  0.8288  4.0460  -4.7545
C  -0.3394  3.6249  -5.2098
C  -1.4751  3.3319  -4.4381
C  -2.7194  2.8334  -5.1209
O  -3.8240  3.7366  -5.3336
C  -1.3300  3.5176  -3.0246
C  -2.5046  3.4350  -2.1687
N  -2.5375  3.2042  -0.8981
C  -3.7907  3.0438  -0.2794
C  -4.7969  2.2751  -0.8982
C  -5.9799  1.9566  -0.2233
C  -6.2221  2.4848  1.0643
C  -5.2356  3.2176  1.7106
C  -4.0612  3.5113  1.0192
I  -2.7963  5.0747  1.6681
C  -0.0051  3.7207  -2.4956
O  0.3869  3.5292  -1.2655
H  3.0790  4.5044  -3.8549
H  2.7495  3.8218  -2.2079
H  2.3765  5.4594  -2.5267
H  -0.4318  3.5825  -6.2811
H  -3.1396  1.9802  -4.5638
H  -2.4339  2.4778  -6.1329
H  -3.5426  4.6639  -5.3275
H  -3.4741  3.4347  -2.6902
H  -4.6298  1.9623  -1.8895
H  -6.7228  1.3157  -0.6771
H  -7.1707  2.3207  1.5447
H  -5.3806  3.6284  2.7307
Br  2.5694  -7.2693  1.0395
C  1.0992  -7.0059  2.2143
C  1.4087  -6.9140  3.5905
C  0.5633  -6.1696  4.4183
C  -0.6450  -5.6327  3.8396
C  -1.1130  -6.2337  2.6411
C  -0.2195  -6.8875  1.7988
N  -0.9967  -4.3880  4.2572
N  -2.1627  -3.9894  3.8133
C  -2.3765  -2.6465  3.6817
C  -3.6376  -2.2846  3.1328
C  -3.7865  -1.1998  2.3244
C  -2.6611  -0.3533  1.9904
O  -2.7649  0.5613  1.1101
C  -1.4377  -0.6074  2.7513
N  -0.4579  0.3258  2.5692
C  0.6909  0.1455  3.1635
C  0.8858  -0.8128  4.1615
C  -0.1001  -1.7479  4.3892
C  -1.2901  -1.7012  3.6129
H  2.3666  -7.3224  3.9192
H  0.8499  -5.9237  5.4431
H  -2.0921  -5.9693  2.2577
H  -0.4817  -7.3314  0.8300
H  -4.4324  -2.9771  3.3898
H  -4.7876  -0.9384  1.9314
H  1.5097  0.8344  2.8771
H  1.8417  -0.9370  4.6762
H  -0.0859  -2.4536  5.2171
C  -3.1328  -1.0051  -2.4913
O  -2.4639  0.2605  -2.8198
H  -2.6445  -1.5450  -1.7042
H  -3.1714  -1.6154  -3.3819
H  -4.1613  -0.8180  -2.1168
H  -1.6633  0.2760  -2.1773
C  4.5249  1.9554  4.0159
N  3.2858  2.5806  4.4959
C  2.7152  2.5119  5.8111
C  1.5242  3.1472  5.7859
N  1.3150  3.5737  4.4982
C  2.3706  3.2457  3.6554
S  2.6073  3.4064  1.9943
H  5.2769  2.0157  4.7969
H  4.7591  2.5328  3.1266
H  4.2740  0.9219  3.7244
H  3.1629  2.0890  6.7225
H  0.8179  3.3870  6.5907
H  0.4807  4.0556  4.1696
C  0.1381  0.2242  -1.0338
C  1.1111  -0.3703  -1.6233
C  2.1635  -0.9825  -2.2809
C  1.8714  -1.8070  -3.4039
C  2.7987  -1.9640  -4.4603
C  2.5294  -2.7942  -5.5464
C  1.2458  -3.3990  -5.6470
C  0.3499  -3.2571  -4.5940
C  0.6271  -2.4401  -3.5090
C  3.5099  -0.8643  -1.7772
C  3.7720  0.2378  -0.8873
C  4.9389  0.3250  -0.1488
C  5.8829  -0.6612  -0.3082
C  5.6784  -1.7206  -1.2028
C  4.5356  -1.8485  -1.9837
H  3.7438  -1.4338  -4.4350
H  3.2468  -2.8901  -6.3768
H  1.0399  -3.9876  -6.5474
H  -0.5826  -3.7966  -4.6090
H  -0.0692  -2.2162  -2.7301
H  2.9811  0.9767  -0.8123
H  5.0735  1.1856  0.5252
H  6.8364  -0.6163  0.2539
H  6.5160  -2.4577  -1.3262
H  4.3763  -2.6771  -2.6518